Computed, not measured: the molecule C6H15N at a distorted geometry, with ωB97M-V with the def2-TZVPD basis set.

Last column: Löwdin charge in e.
Cartesian coordinates (Å):
C (-2.4083, 0.4305, 0.2973)  -0.27
C (-2.6604, -1.0664, 0.4092)  -0.11
C (-1.2105, 0.8494, -0.5539)  -0.27
N (0.0437, 0.4820, 0.1154)  -0.06
C (1.1826, 0.6244, -0.7984)  -0.27
C (2.4828, 0.4816, 0.0022)  -0.26
C (2.6843, -0.9277, 0.5527)  -0.12
H (-2.4025, 0.9311, 1.2729)  0.11
H (-3.2270, 0.9815, -0.1952)  0.10
H (-2.4970, -1.5392, -0.5614)  0.07
H (-3.6974, -1.1807, 0.7249)  0.07
H (-2.0262, -1.5917, 1.1227)  0.07
H (-1.3210, 0.3043, -1.5163)  0.12
H (-1.2353, 1.9157, -0.7724)  0.11
H (-0.0468, -0.4753, 0.4329)  0.08
H (1.1929, 0.0351, -1.7276)  0.11
H (1.1662, 1.6398, -1.2165)  0.11
H (2.4379, 1.1779, 0.8476)  0.10
H (3.3597, 0.8293, -0.5514)  0.10
H (1.8380, -1.2620, 1.1550)  0.06
H (2.8190, -1.6202, -0.2799)  0.07
H (3.5254, -1.0195, 1.2400)  0.07

Properties
2S+1   1
HOMO level   -0.327 hartree
Total energy   -7955.09064 eV